Computed, not measured: a single C21H28N2O5S molecule in a non-equilibrium geometry, with the ωB97M-V functional and the def2-TZVPD basis.

Geometry as ORCA input:
```
! RIJCOSX wB97M-V def2-TZVPD def2/J DEFGRID3
* xyz 0 1
C 2.6174 -4.3385 0.6837
O 2.3070 -3.7778 -0.5750
C 1.5273 -2.6757 -0.6955
C 1.2979 -2.2873 -2.0160
C 0.5334 -1.1809 -2.3307
C -0.0017 -0.4371 -1.3011
S -0.9200 1.0439 -1.6979
O -1.6802 0.8178 -2.8899
O -0.0383 2.1811 -1.7167
N -1.9448 1.2892 -0.3805
C -1.7199 2.4989 0.3817
C -0.4155 2.4580 1.1933
O -0.2762 1.7150 2.1515
N 0.5162 3.3276 0.7792
C 1.8399 3.4100 1.3594
C 2.9184 2.9321 0.3864
C 2.8514 1.4258 0.1118
C 3.4271 0.6222 1.2743
C 3.5830 1.0855 -1.1838
C -2.6343 0.1926 0.1419
C -2.9018 0.0581 1.5038
C -3.5803 -1.0530 1.9719
C -3.9910 -2.0490 1.1036
C -3.7216 -1.9202 -0.2491
C -3.0539 -0.8109 -0.7316
C 0.2081 -0.7908 0.0174
C 0.9548 -1.9148 0.3484
O 1.1537 -2.2991 1.6408
C 0.4496 -1.6205 2.6620
H 3.2509 -5.1962 0.4590
H 1.7210 -4.6746 1.2076
H 3.1639 -3.6367 1.3158
H 1.7427 -2.8921 -2.7898
H 0.3474 -0.8912 -3.3512
H -2.5616 2.6415 1.0636
H -1.6941 3.3258 -0.3301
H 0.4164 3.7081 -0.1514
H 1.8293 2.8061 2.2684
H 2.0282 4.4540 1.6336
H 3.8990 3.1914 0.7904
H 2.7879 3.4692 -0.5557
H 1.8007 1.1551 -0.0221
H 2.8968 0.8355 2.1990
H 3.3426 -0.4432 1.0731
H 4.4794 0.8612 1.4171
H 3.1072 1.5841 -2.0247
H 4.6239 1.3993 -1.1310
H 3.5516 0.0133 -1.3647
H -2.5528 0.7975 2.2069
H -3.7779 -1.1412 3.0304
H -4.5143 -2.9163 1.4766
H -4.0384 -2.6875 -0.9394
H -2.8628 -0.7054 -1.7861
H -0.2073 -0.1861 0.8030
H 0.7387 -2.1210 3.5847
H 0.7215 -0.5641 2.7194
H -0.6319 -1.7059 2.5201
*
```

Summary:
**E**: -46283.9409 eV
**SMILES string**: COc1ccc(S(=O)(=O)N(CC(=O)NCCC(C)C)c2ccccc2)cc1OC
**HOMO level**: -0.3101 Eh
**Energy above the lowest of the compared OMol25 structures with the same formula, charge and spin**: 38.8 kcal per mole
**Kohn-Sham gap**: 9.15 eV
**F_max**: 1.2 eV Å⁻¹
**LUMO level**: 0.0263 Eh

Charges computed using Löwdin, reported in e: number 1, C, carries -0.0645; number 2, O, carries -0.0572; number 3, C, carries -0.1856; number 4, C, carries 0.0168; number 5, C, carries -0.0487; number 6, C, carries -0.2740; number 7, S, carries 0.7178; number 8, O, carries -0.2701; number 9, O, carries -0.2805; number 10, N, carries -0.1472; number 11, C, carries -0.0835; number 12, C, carries -0.4732; number 13, O, carries 0.0391; number 14, N, carries 0.0719; number 15, C, carries -0.1622; number 16, C, carries -0.1541; number 17, C, carries -0.4295; number 18, C, carries -0.0544; number 19, C, carries -0.0623; number 20, C, carries -0.2699; number 21, C, carries -0.0323; number 22, C, carries -0.0861; number 23, C, carries -0.0946; number 24, C, carries -0.0679; number 25, C, carries -0.0260; number 26, C, carries -0.0027; number 27, C, carries -0.1777; number 28, O, carries -0.1065; number 29, C, carries -0.0439; number 30, H, carries 0.0949; number 31, H, carries 0.0969; number 32, H, carries 0.0942; number 33, H, carries 0.1254; number 34, H, carries 0.1197; number 35, H, carries 0.1400; number 36, H, carries 0.1232; number 37, H, carries 0.1270; number 38, H, carries 0.1128; number 39, H, carries 0.1207; number 40, H, carries 0.1195; number 41, H, carries 0.1149; number 42, H, carries 0.0950; number 43, H, carries 0.0712; number 44, H, carries 0.0691; number 45, H, carries 0.0830; number 46, H, carries 0.0775; number 47, H, carries 0.0810; number 48, H, carries 0.0717; number 49, H, carries 0.1015; number 50, H, carries 0.1057; number 51, H, carries 0.0991; number 52, H, carries 0.1060; number 53, H, carries 0.0972; number 54, H, carries 0.0872; number 55, H, carries 0.1002; number 56, H, carries 0.0796; number 57, H, carries 0.0948